Entry from OMol25: a structure of composition C12H26BrClF3Li2N3O15PS2V (ωB97M-V/def2-TZVPD).

The geometry in XYZ format:
```
67
C12H26BrClF3Li2N3O15PS2V, DFT ωB97M-V/def2-TZVPD
Br 3.5232 -8.0028 3.0856
V 6.0580 -0.3956 1.3039
Cl 5.0270 -7.3642 1.3464
S 1.8194 -2.0493 0.9055
S 1.0072 3.7438 0.6454
P 0.5032 -0.1748 2.4867
F 2.4422 5.8690 -0.0446
F 0.8818 5.3649 -1.4482
F 2.6710 4.1801 -1.3562
O 3.8656 -4.6258 -0.1222
O 3.3171 -2.8017 1.1938
O 1.8790 -1.6667 -0.4731
O 4.8227 -1.6025 1.5424
O 1.9933 -0.7574 1.9007
O 3.1919 -2.3535 6.3529
O 5.9618 -4.7086 0.2192
O -9.1177 0.9468 -2.1750
O 0.3525 2.7058 -0.1069
O 0.0775 4.6240 1.3747
O 0.1597 0.4199 -2.2051
O 2.0983 3.2653 1.4724
O 7.2680 0.7758 1.0836
O 0.8108 2.0682 -3.5816
O 2.3024 0.8856 -2.3585
N -3.1292 0.2691 -3.8597
N -4.6991 1.7221 -4.0939
N 5.0039 -5.3664 0.2655
C -2.4232 -1.0092 -3.8530
C 1.0267 1.0776 3.7884
C -2.6008 1.4792 -3.4945
C -4.3994 0.4345 -4.2226
C -3.5851 2.3992 -3.6451
C -6.3849 2.2278 -5.8305
C 1.7893 4.8385 -0.6134
C -6.0199 2.2982 -4.3580
C -0.3905 -1.4704 3.5099
C 1.1656 1.2035 -2.7745
C 2.1095 0.3622 4.6802
C 3.1849 -4.2230 1.0728
Li -1.2175 3.4191 2.8223
Li 1.7652 -3.9038 7.6317
H 2.4825 1.1097 5.4033
H 2.1052 -4.4617 1.0215
H -3.6343 3.4597 -3.4789
H -6.0258 3.3317 -4.0170
H -7.3796 2.6403 -5.9930
H 0.1356 1.3117 4.4128
H -6.3813 1.1969 -6.1881
H -1.5688 1.5343 -3.1653
H -6.7442 1.7466 -3.7585
H -2.9465 -1.7010 -3.1949
H 3.6213 -4.7165 1.9584
H 3.7012 -2.0346 7.1562
H -5.0675 -0.3407 -4.5584
H -0.1173 -2.5107 3.2741
H 2.8037 -3.3292 6.5043
H 0.7763 -0.1095 -1.6656
H 1.4750 1.9812 3.3315
H 1.6914 -0.5215 5.1954
H -8.3776 1.1178 -2.7659
H -5.6719 2.7915 -6.4347
H 3.7532 -2.3056 5.5193
H 2.9783 0.0290 4.0810
H -1.4053 -0.8631 -3.4939
H -2.4003 -1.4093 -4.8653
H -1.4656 -1.3335 3.2826
H -0.2709 -1.2497 4.5907
```

Output
**E_tot**: -195799.7240 eV
**Net charge**: 0
**LUMO level**: -5.1 eV
**HOMO-LUMO gap**: 0.98 eV
**2S+1**: 1

=====

Entry from OMol25: a cluster of 2 separate species, CH4NO2SSi in total (ωB97M-V/def2-TZVPD).

The geometry in XYZ format:
```
10
CH4NO2SSi, DFT ωB97M-V/def2-TZVPD
S -0.1451 -0.3921 -2.8161
Si -0.1955 -0.1678 -0.8423
O 0.6948 -2.3669 0.4065
O 1.7220 -0.4156 1.1021
N -1.6175 0.3940 0.0055
C 0.8413 -1.1528 0.3520
H -1.7583 0.3761 1.0348
H -2.1482 1.1957 -0.3171
H 1.6270 0.5684 0.8292
H 0.9795 1.9609 0.2454
```

Output
**E_tot**: -25401.4232 eV
**Net charge**: -1
**LUMO level**: 3.5 eV
**HOMO-LUMO gap**: 7.31 eV
**Energy relative to the best compared isomer or geometry (same formula, charge and spin)**: 2.386 eV
**2S+1**: 1